No. 1
Here is C43H48BiN6OP2S2Se2 as an isolated structure from the OMol25 dataset. Energies are from ωB97M-V/def2-TZVPD.

- E_tot: -8566.91939 hartree
- 2S+1: 1
- Lowest unoccupied orbital energy: -0.287 Eh
- Gap between HOMO and LUMO: 7.392 eV
- F_max: 0.81 eV/Å
- Total charge: +3
- ΔE to the lowest compared entry with this formula, charge and spin: 5.4 kcal per mole

The geometry in XYZ format:
```
105
Properties=species:S:1:pos:R:3:forces:R:3:mulliken_charge:R:1
Bi -0.656 0.824 0.171 -0.33 -0.33 0.04 3.51
Se -4.896 3.272 0.754 0.01 -0.29 0.04 -0.03
Se -2.712 3.488 0.067 -0.04 0.08 -0.05 0.12
C -1.796 3.542 1.759 0.16 -0.09 0.09 0.42
C -2.146 4.471 2.727 -0.04 0.01 -0.07 -0.82
C -1.411 4.529 3.897 -0.01 0.04 0.05 -0.53
C -0.351 3.651 4.068 0.00 0.02 0.07 -1.21
C -0.072 2.747 3.068 -0.06 -0.09 -0.19 -0.63
N -0.774 2.685 1.919 -0.07 0.12 0.17 -0.19
C -5.133 1.355 0.507 0.10 0.22 0.07 0.43
C -6.457 0.937 0.453 -0.06 0.03 0.00 -0.80
C -6.709 -0.398 0.200 -0.07 -0.01 0.06 -0.52
C -5.635 -1.252 -0.008 0.09 0.00 -0.03 -1.46
C -4.358 -0.732 0.083 -0.18 0.12 -0.47 -0.54
N -4.092 0.553 0.358 0.06 -0.09 -0.01 0.38
H -2.978 5.138 2.553 0.02 0.03 0.00 0.46
H -1.655 5.257 4.660 -0.01 -0.02 -0.01 0.45
H 0.254 3.665 4.964 -0.01 -0.01 -0.01 0.52
H 0.742 2.044 3.178 0.03 0.02 -0.04 0.83
H -7.268 1.642 0.586 0.02 -0.01 -0.02 0.43
H -7.728 -0.760 0.148 0.02 0.00 -0.01 0.45
H -5.788 -2.296 -0.245 0.01 0.00 0.02 0.53
H -3.495 -1.370 -0.078 -0.34 0.24 -0.38 1.00
C 3.742 -1.173 0.225 -0.05 -0.05 -0.04 -1.23
N 2.348 -0.671 0.211 0.08 0.07 0.08 -0.32
P 1.668 -0.092 1.647 0.35 -0.01 -0.29 1.22
C 2.911 1.017 2.347 -0.11 0.10 0.07 0.55
C 3.108 2.223 1.665 -0.01 0.00 0.04 -0.35
C 4.064 3.126 2.097 -0.01 -0.02 -0.01 -0.91
C 4.823 2.837 3.227 0.00 0.02 -0.01 -0.72
C 4.631 1.646 3.910 -0.04 -0.05 0.01 -0.79
C 3.677 0.733 3.476 0.09 0.00 -0.03 -0.69
C 1.564 -1.506 2.760 -0.15 0.10 0.13 1.19
C 1.847 -2.805 2.346 0.00 -0.03 0.05 -0.70
C 1.775 -3.854 3.255 -0.02 0.00 -0.03 -0.76
C 1.396 -3.617 4.569 0.01 -0.01 0.00 -0.88
C 1.077 -2.326 4.979 -0.02 0.00 -0.01 -0.74
C 1.162 -1.276 4.079 -0.02 0.00 -0.01 -0.76
P 1.659 -0.105 -1.242 0.19 -0.28 0.27 1.86
C 2.964 0.822 -2.074 -0.06 0.05 -0.17 0.87
C 3.991 0.139 -2.736 -0.01 0.03 -0.03 -0.73
C 5.053 0.841 -3.285 0.00 -0.03 -0.01 -0.87
C 5.108 2.224 -3.172 0.01 0.01 0.00 -0.67
C 4.098 2.909 -2.511 -0.02 -0.02 0.02 -1.20
C 3.028 2.213 -1.968 0.06 -0.02 0.01 -0.33
C 1.393 -1.612 -2.207 -0.04 -0.01 -0.01 0.68
C 1.472 -1.622 -3.598 -0.07 0.01 0.02 -0.60
C 1.247 -2.801 -4.298 -0.01 0.02 0.02 -0.82
C 0.948 -3.972 -3.615 0.01 -0.01 0.01 -0.76
C 0.836 -3.961 -2.229 0.00 0.01 0.00 -0.61
C 1.041 -2.780 -1.528 0.06 -0.02 -0.03 -1.08
H 4.012 -1.483 1.231 -0.02 -0.02 0.03 0.64
H 4.434 -0.395 -0.095 0.01 0.02 0.01 0.35
H 3.833 -2.034 -0.438 -0.01 0.01 -0.01 0.26
H 2.512 2.454 0.788 -0.01 0.02 0.01 0.27
H 4.217 4.053 1.560 0.00 -0.01 0.01 0.52
H 5.566 3.544 3.572 -0.01 -0.02 -0.01 0.45
H 5.229 1.419 4.783 -0.01 0.00 -0.02 0.48
H 3.554 -0.200 4.010 -0.02 0.00 0.00 0.45
H 2.139 -3.004 1.324 0.05 0.00 0.02 0.41
H 2.026 -4.858 2.937 0.00 0.02 0.01 0.51
H 1.355 -4.435 5.277 0.00 0.02 -0.02 0.42
H 0.775 -2.140 6.002 0.03 0.00 -0.01 0.50
H 0.930 -0.269 4.412 0.01 -0.01 0.01 0.52
H 3.969 -0.939 -2.822 -0.01 0.00 -0.02 0.49
H 5.839 0.305 -3.800 0.00 0.01 0.02 0.48
H 5.941 2.767 -3.600 -0.02 -0.01 0.01 0.45
H 4.145 3.986 -2.418 -0.01 -0.01 -0.01 0.51
H 2.245 2.759 -1.463 -0.01 0.00 0.03 0.34
H 1.720 -0.717 -4.138 0.01 -0.02 0.00 0.59
H 1.331 -2.808 -5.377 0.01 0.00 0.01 0.50
H 0.813 -4.898 -4.161 0.01 0.02 0.00 0.52
H 0.609 -4.877 -1.698 0.00 0.01 0.00 0.48
H 0.953 -2.770 -0.447 0.02 -0.02 0.00 0.16
C -2.863 -1.043 3.534 -0.01 0.11 0.13 -1.03
S -2.462 -1.814 1.987 0.42 -0.38 0.57 0.61
C -1.871 -3.369 2.602 0.16 -0.09 0.15 -0.84
O -1.175 -1.107 1.517 -0.14 0.23 -0.29 -1.03
H -1.957 -0.987 4.138 -0.04 0.00 0.02 0.27
H -3.626 -1.648 4.026 0.01 0.03 0.00 0.53
H -3.264 -0.053 3.321 0.02 0.00 0.00 0.26
H -1.083 -3.193 3.336 -0.02 -0.06 -0.03 0.08
H -1.490 -3.936 1.754 0.00 0.01 0.02 0.34
H -2.719 -3.896 3.044 0.04 0.00 0.00 0.56
S -1.724 0.103 -2.572 0.00 0.17 -0.07 -0.15
C -2.275 -1.363 -3.234 -0.02 0.01 0.08 0.04
N -2.850 -1.459 -4.427 -0.04 -0.08 -0.07 -0.20
C -3.262 -2.830 -4.757 0.04 0.08 0.06 -0.63
C -2.680 -3.634 -3.575 0.02 0.12 0.01 -0.36
N -2.222 -2.572 -2.667 -0.04 -0.18 0.09 0.13
H -3.086 -0.651 -4.978 0.01 0.02 0.02 0.21
H -2.847 -3.136 -5.713 0.01 -0.01 -0.02 0.36
H -4.347 -2.902 -4.810 -0.03 0.02 0.03 0.32
H -1.844 -4.261 -3.879 0.03 0.01 -0.01 0.15
H -3.428 -4.257 -3.092 -0.02 -0.02 0.00 0.37
H -1.587 -2.751 -1.907 0.05 0.04 -0.05 0.02
C -2.059 4.509 -3.730 0.05 -0.02 0.04 -1.17
C -0.688 3.819 -3.768 -0.09 -0.11 0.14 -0.38
C -0.372 3.170 -2.494 0.02 0.17 -0.30 0.32
N -0.146 2.656 -1.493 0.01 0.08 0.08 -0.40
H -2.259 4.939 -4.709 0.00 0.01 0.00 0.39
H -2.076 5.309 -2.993 -0.01 0.00 0.00 0.34
H -2.848 3.794 -3.499 0.00 0.00 -0.01 0.29
H 0.111 4.523 -3.999 0.04 0.00 0.04 0.37
H -0.666 3.032 -4.525 0.04 -0.02 -0.01 0.29
```
Forces are in eV/Å.



No. 2
Here is C43H48ClCsIN7O9S as an isolated structure at a distorted geometry from the OMol25 dataset. Energies are from ωB97M-V/def2-TZVPD.

- E_tot: -3903.92334 hartree
- 2S+1: 1
- Lowest unoccupied orbital energy: 0.116 Eh
- Gap between HOMO and LUMO: 5.002 eV
- F_max: 3.25 eV/Å
- Total charge: -2
- ΔE to the lowest compared entry with this formula, charge and spin: 11.8 kcal per mole

The geometry in XYZ format:
```
111
Properties=species:S:1:pos:R:3:forces:R:3:mulliken_charge:R:1
Cs 15.230 11.196 10.738 -0.37 0.59 -0.04 0.68
C 17.529 9.816 7.652 -0.30 -0.64 -0.32 -0.91
C 18.970 10.131 8.123 -1.40 0.13 0.39 -0.93
N 18.973 10.587 9.484 -0.21 0.82 0.06 0.23
C 20.056 10.229 10.349 0.43 1.40 -1.45 -1.42
C 19.661 9.257 11.375 0.55 -0.82 1.33 0.98
C 20.678 8.459 11.913 -0.38 -0.20 0.59 -1.03
C 20.316 7.491 12.834 -1.43 0.31 0.49 -0.59
C 18.957 7.355 13.189 -0.42 -0.22 -1.05 -0.80
C 18.002 8.161 12.505 0.62 -0.33 1.48 0.65
C 16.511 8.028 12.726 -1.20 -0.03 -0.39 -0.81
N 15.687 8.161 11.470 0.51 -0.48 0.33 0.33
C 16.052 7.316 10.308 -1.11 0.91 -1.43 -0.92
C 16.993 7.889 9.193 0.06 -0.19 -0.23 -0.63
N 16.638 9.179 8.626 -0.29 0.10 0.29 0.69
N 18.387 9.161 11.736 0.23 0.08 -0.95 0.14
H 17.641 9.219 6.721 -0.03 0.01 0.12 0.27
H 17.052 10.748 7.334 -0.02 -0.02 0.22 0.46
H 19.344 10.883 7.426 0.35 -0.02 -0.25 0.27
H 19.568 9.236 8.059 0.33 -0.32 -0.03 0.49
H 18.595 11.524 9.612 0.21 -0.40 -0.11 0.13
H 20.503 11.145 10.791 -0.05 -0.48 0.03 0.40
H 20.844 9.747 9.729 -0.15 0.35 0.43 0.46
H 21.728 8.654 11.703 -0.24 -0.14 -0.31 0.42
H 21.022 6.840 13.308 0.47 -0.15 0.14 0.44
H 18.619 6.569 13.886 0.25 0.50 -0.47 0.38
H 16.165 8.866 13.396 0.36 -0.91 -0.40 0.05
H 16.310 7.046 13.217 0.17 0.58 -0.04 0.34
H 14.693 7.986 11.696 0.89 0.28 -0.18 0.18
H 15.115 7.121 9.710 0.68 0.07 1.01 0.27
H 16.510 6.372 10.579 0.07 -0.51 0.33 0.23
H 17.021 7.058 8.419 0.02 0.60 0.51 0.17
H 17.985 7.993 9.598 0.57 -0.08 0.06 0.27
H 15.668 9.155 8.305 0.19 -0.11 -0.15 0.08
C 9.999 14.288 11.505 -0.10 -0.25 -1.39 -1.17
C 10.946 14.550 12.583 0.85 0.90 1.38 0.68
N 10.798 15.703 13.225 -1.00 -1.45 -0.26 -0.64
C 11.579 15.980 14.251 1.77 1.28 1.75 -0.93
C 12.687 15.202 14.659 -1.83 0.36 -0.36 1.07
C 13.835 15.721 15.470 -0.58 0.89 0.95 -1.01
O 14.878 16.151 14.596 1.15 -0.71 0.15 -0.47
C 12.837 13.966 14.026 -0.42 -0.35 0.14 1.28
C 13.970 13.132 14.391 0.42 -0.47 -0.02 -1.11
N 14.336 12.576 15.494 2.01 -0.66 -2.47 -0.19
C 13.875 11.887 16.544 -1.00 0.78 1.00 0.44
C 12.603 12.206 17.082 0.40 0.49 -1.06 0.08
C 12.125 11.573 18.179 -0.40 -0.79 1.43 -0.64
C 12.911 10.644 18.887 0.70 0.05 -1.06 -0.61
C 14.166 10.302 18.352 -0.33 0.43 0.08 -0.37
C 14.660 10.885 17.158 -1.44 0.03 1.32 -0.58
I 16.465 10.199 16.407 0.04 0.22 -0.16 0.18
C 12.070 13.648 12.849 0.82 0.26 -1.51 -0.02
O 12.440 12.804 11.975 -0.61 -0.23 1.18 -0.78
H 9.406 15.191 11.317 0.16 -0.23 -0.04 0.37
H 9.325 13.467 11.743 -0.08 -0.19 0.05 0.22
H 10.565 13.980 10.610 -0.35 0.11 0.10 0.27
H 11.322 16.927 14.786 0.62 -0.59 -0.49 0.26
H 14.174 14.952 16.180 0.13 0.33 -0.13 0.23
H 13.577 16.645 16.053 -0.07 -0.84 -0.45 0.40
H 15.463 15.388 14.381 -0.84 0.65 0.03 0.24
H 14.697 12.976 13.582 -0.06 0.29 -0.15 0.38
H 12.041 13.000 16.548 0.33 -0.67 0.44 0.36
H 11.133 11.797 18.538 -0.16 0.13 0.12 0.39
H 12.571 10.165 19.805 0.03 0.19 -0.27 0.33
H 14.774 9.616 18.931 0.08 -0.10 -0.30 0.35
Cl 14.272 19.426 8.521 -0.52 1.92 -1.18 -0.32
C 14.867 18.055 9.276 0.71 -1.89 0.70 0.30
C 14.798 17.995 10.684 -0.24 0.42 -0.85 -0.65
C 14.983 16.810 11.331 0.27 1.71 2.20 -0.27
C 15.196 15.599 10.635 -0.02 -2.06 -1.98 0.07
O 15.075 14.456 11.142 0.58 0.86 0.14 -0.42
C 15.544 15.759 9.154 0.78 -1.69 2.05 0.57
C 16.323 14.713 8.475 -1.03 -0.88 1.39 -0.42
O 16.497 13.527 8.833 0.06 1.74 -0.76 -0.56
C 15.336 16.973 8.544 -0.54 1.56 -0.27 -0.71
H 14.548 18.958 11.163 0.16 -0.82 0.17 0.31
H 14.986 16.889 12.451 -0.26 -0.75 -1.22 0.50
H 16.791 15.108 7.565 0.24 -0.20 -0.48 0.28
H 15.469 17.147 7.472 0.12 -0.36 0.17 0.30
C 18.745 16.908 13.597 0.43 0.96 -0.21 -1.14
C 18.971 15.532 14.202 1.14 -0.12 -0.30 -0.53
S 19.144 14.190 12.960 -1.38 0.57 -0.36 0.67
O 20.544 14.194 12.471 0.71 -0.19 0.28 -0.76
C 18.825 12.694 13.972 -0.17 0.53 -0.37 0.84
C 19.793 12.410 15.089 0.75 -0.61 -0.25 -1.16
H 18.842 17.712 14.369 -0.29 -0.79 -0.32 0.36
H 17.772 17.030 13.101 0.29 -0.18 0.11 0.19
H 19.552 17.164 12.884 -0.42 -0.33 0.07 0.36
H 18.148 15.236 14.815 -0.51 -0.17 0.71 0.39
H 19.930 15.548 14.751 -0.48 -0.23 0.06 0.36
H 18.865 11.945 13.167 -0.10 -0.10 0.40 -0.41
H 17.780 12.758 14.331 0.37 0.09 -0.27 -0.09
H 20.762 12.066 14.696 -0.18 0.46 0.02 0.31
H 19.438 11.562 15.664 -0.27 -0.06 0.31 0.30
H 19.951 13.254 15.756 -0.05 0.05 0.03 0.32
O 12.833 9.147 9.921 -0.31 -0.85 -1.31 -0.67
C 12.763 8.499 8.843 1.56 -0.22 -0.28 0.42
O 13.733 8.086 8.098 -1.21 0.87 1.28 -0.84
C 11.394 8.081 8.275 -1.15 -1.22 -0.76 0.02
C 11.352 7.312 7.057 1.11 1.58 1.64 -0.60
C 10.159 6.937 6.520 -0.78 -1.34 -0.70 -0.25
C 8.929 7.162 7.140 0.20 0.91 0.06 -0.64
C 8.947 7.927 8.285 0.61 0.71 0.99 0.12
C 10.164 8.324 8.897 0.32 0.63 0.08 -0.04
N 7.687 8.458 8.918 0.13 -0.20 1.23 0.98
O 7.796 8.916 10.063 -0.29 -0.54 -1.64 -0.57
O 6.623 8.399 8.309 0.92 -0.09 0.11 -0.61
H 12.330 7.113 6.617 -0.43 -0.02 -0.06 0.40
H 10.148 6.352 5.599 0.05 0.14 0.16 0.33
H 8.006 6.841 6.696 -0.27 -0.02 -0.10 0.43
H 10.181 8.895 9.842 -0.19 -0.33 -0.68 0.54
```
Forces are in eV/Å.